1.
Here is a structure of composition C17H22N3O3PtS from OMol25. Energies are from ωB97M-V/def2-TZVPD.

Values from the calculation:
* relative energy (zero: lowest compared OMol25 entry of this formula, charge and spin): 7.8 kcal per mole
* frontier orbital gap (spin up / spin down): 8.037 / 5.508 eV
* HOMO level (spin up / spin down): -17.26 / -18.03 eV
* total charge: +3
* multiplicity: 5
* E_LUMO (spin up / spin down): -9.2 / -12.5 eV
* electronic energy: -1567.34303 Eh

CARTESIAN COORDINATES (ANGSTROEM)
Pt  -0.3587  1.1879  0.1465
N  -4.5955  0.3862  -0.7284
C  -3.4009  0.8820  -0.4706
O  -2.4304  0.1359  -0.1838
C  -3.2162  2.3735  -0.5579
C  -1.8723  2.7984  -0.0408
H  -4.7528  -0.6099  -0.7117
H  -5.3786  0.9801  -0.9526
H  -4.0106  2.8659  0.0130
H  -3.3500  2.6687  -1.5995
H  -1.8181  2.9596  1.0453
H  -1.3920  3.5845  -0.6078
N  3.1806  4.5503  -1.2765
C  3.1054  3.6127  -0.1075
C  1.8657  2.7489  -0.2327
O  1.7032  1.8694  0.6739
O  1.1061  2.9385  -1.1966
H  4.0378  5.1072  -1.2582
H  2.3851  5.1909  -1.2836
H  3.1426  4.0422  -2.1617
H  3.0528  4.1982  0.8073
H  4.0044  3.0041  -0.0714
N  -0.1529  -0.1568  1.8283
S  0.9166  -1.4023  1.6879
C  1.3090  -1.1718  -0.0225
C  0.2281  -0.8460  -0.8839
C  0.5449  -0.5099  -2.2109
C  1.8703  -0.5091  -2.6420
C  2.8854  -0.8664  -1.7709
C  2.6122  -1.1762  -0.4238
C  -0.0625  -2.9071  1.8047
C  -1.4481  -2.8448  1.9109
C  -2.1146  -4.0538  2.0290
C  -1.4037  -5.2515  2.0501
C  -0.0139  -5.2637  1.9430
C  0.6880  -4.0747  1.8468
H  -0.4448  0.0473  2.7927
H  -0.7750  -1.1963  -0.6582
H  -0.2584  -0.2969  -2.9058
H  2.1030  -0.2676  -3.6711
H  3.9107  -0.8991  -2.1201
H  3.4208  -1.4018  0.2631
H  -1.9961  -1.9109  1.8740
H  -3.1945  -4.0564  2.1020
H  -1.9364  -6.1854  2.1638
H  0.5321  -6.1975  1.9583
H  1.7722  -4.0768  1.8096

---

2.
Here is a cluster of 2 separate species, CH3Br2P in total in a non-equilibrium geometry from OMol25. Energies are from ωB97M-V/def2-TZVPD.

Values from the calculation:
* relative energy (zero: lowest compared OMol25 entry of this formula, charge and spin): 81.8 kcal per mole
* frontier orbital gap (spin up / spin down): 8.402 / 7.212 eV
* HOMO level (spin up / spin down): -8.65 / -8.95 eV
* total charge: 0
* E_LUMO (spin up / spin down): -0.2 / -1.7 eV
* electronic energy: -5529.19924 Eh

CARTESIAN COORDINATES (ANGSTROEM)
C  -0.0978  0.4668  0.5519
P  -4.1036  -0.1579  -1.1256
Br  -3.7677  -1.8328  0.2482
Br  -3.7796  1.7102  0.1291
H  0.8103  0.1304  0.1752
H  -0.6564  -0.1327  1.0899
H  -0.6074  1.2434  0.0897

---

3.
Here is a structure of composition C6N3PdS3Se from OMol25. Energies are from ωB97M-V/def2-TZVPD.

Values from the calculation:
* relative energy (zero: lowest compared OMol25 entry of this formula, charge and spin): 16.3 kcal per mole
* frontier orbital gap (spin up / spin down): 5.177 / 5.527 eV
* HOMO level (spin up / spin down): -0.71 / -1.12 eV
* total charge: -2
* multiplicity: 2
* E_LUMO (spin up / spin down): 4.5 / 4.4 eV
* electronic energy: -4116.82820 Eh

CARTESIAN COORDINATES (ANGSTROEM)
Pd  -1.3564  0.1237  -0.8597
S  -0.6455  -1.0944  1.1369
C  1.0794  -0.9679  1.0042
C  1.8289  -1.7375  1.9596
N  2.4012  -2.3622  2.7432
C  1.7539  -0.2153  0.0813
S  1.0389  0.7428  -1.1671
C  3.1936  -0.2131  0.1146
N  4.3469  -0.1880  0.1194
S  -3.1914  -1.7529  -3.0186
C  -2.2850  -1.0094  -1.9873
Se  -3.1713  2.0316  -1.3295
C  -2.6360  2.9933  0.1452
N  -2.3572  3.6493  1.0580

---

4.
Here is a structure of composition C5H10NOS in a non-equilibrium geometry from OMol25. Energies are from ωB97M-V/def2-TZVPD.

Values from the calculation:
* relative energy (zero: lowest compared OMol25 entry of this formula, charge and spin): 100.1 kcal per mole
* frontier orbital gap: 10.406 eV
* HOMO level: -14.99 eV
* total charge: +1
* E_LUMO: -4.6 eV
* electronic energy: -724.27694 Eh

CARTESIAN COORDINATES (ANGSTROEM)
C  2.8495  -0.6534  -1.3182
C  -1.6849  -0.4543  0.0856
C  -0.8477  -0.7429  -1.2420
C  -0.4372  -0.0801  0.9413
C  -0.6645  1.0638  1.9522
N  1.9594  -0.1124  -0.6255
O  0.4691  1.8155  -0.8866
S  0.4091  0.4179  -0.5728
H  2.6401  -0.9077  -2.3292
H  3.7432  -0.5684  -0.8321
H  -2.5411  0.2582  -0.1421
H  -2.1223  -1.2832  0.3822
H  -0.2482  -1.5827  -1.2874
H  -1.4282  -0.4777  -2.1557
H  0.2508  -0.7828  1.4545
H  -1.1212  1.8498  1.4894
H  0.1948  1.3215  2.3592
H  -1.4208  0.9187  2.7272

---

5.
Here is a cluster of 2 separate species, C4H13N2O in total in a non-equilibrium geometry from OMol25. Energies are from ωB97M-V/def2-TZVPD.

Values from the calculation:
* relative energy (zero: lowest compared OMol25 entry of this formula, charge and spin): 48.0 kcal per mole
* frontier orbital gap: 10.642 eV
* HOMO level: -13.77 eV
* total charge: +1
* E_LUMO: -3.1 eV
* electronic energy: -344.69032 Eh

CARTESIAN COORDINATES (ANGSTROEM)
C  1.0612  1.6205  -0.7764
C  -0.3356  1.0014  -0.7465
C  -0.4607  -0.5128  -0.7289
C  -1.6155  -1.1266  -0.8808
N  0.6310  -1.2715  -0.1010
N  1.9194  1.0848  0.3198
H  1.5786  1.4433  -1.7151
H  0.8855  2.6740  -0.5834
H  -0.8895  1.3582  -1.5891
H  -0.8513  1.2769  0.1679
H  -2.4952  -0.7725  -1.4083
H  -1.6829  -2.2179  -0.8331
H  0.3596  -1.4415  0.8726
H  1.4812  -0.6911  -0.0033
H  0.8255  -2.1273  -0.6185
H  2.8870  1.0044  0.0525
H  1.7524  1.6041  1.1655
H  -1.6287  -1.5396  2.3177
H  -2.0928  -0.1414  2.4462
O  -1.3230  -0.6396  2.1354

---

6.
Here is a structure of composition C27H43N4O2OsP2Si in a non-equilibrium geometry from OMol25. Energies are from ωB97M-V/def2-TZVPD.

Values from the calculation:
* relative energy (zero: lowest compared OMol25 entry of this formula, charge and spin): 33.0 kcal per mole
* frontier orbital gap (spin up / spin down): 6.126 / 4.271 eV
* HOMO level (spin up / spin down): -16.24 / -17.03 eV
* total charge: +3
* multiplicity: 5
* E_LUMO (spin up / spin down): -10.1 / -12.8 eV
* electronic energy: -2486.08775 Eh

CARTESIAN COORDINATES (ANGSTROEM)
Os  -0.5654  -0.7866  -1.2533
C  -1.4066  -0.9487  2.2532
P  -0.0393  -1.1126  1.0581
C  0.8579  0.5162  1.3057
N  1.6690  0.6401  2.3260
C  2.3580  1.7552  2.5643
C  3.2171  1.8808  3.6935
C  3.9235  3.0685  3.9158
C  3.8138  4.1296  3.0288
C  2.9885  4.0342  1.9050
C  2.2380  2.8446  1.6616
N  1.4008  2.7310  0.6362
C  0.6895  1.6486  0.4296
P  -0.4884  1.7005  -1.0063
C  0.4428  2.6475  -2.2447
C  -1.8991  2.8292  -0.4333
C  -2.7618  2.0280  0.5445
C  -2.6943  3.1911  -1.6921
C  -1.3803  4.0938  0.2421
C  0.9781  -2.5889  1.6662
C  0.0465  -3.7936  1.4870
C  1.3968  -2.4858  3.1317
C  2.1876  -2.7170  0.7426
H  -0.9928  -0.7017  3.2306
H  -1.9485  -1.8899  2.3347
H  -2.1050  -0.1740  1.9463
H  3.3115  1.0369  4.3692
H  4.5660  3.1640  4.7817
H  4.3698  5.0381  3.2212
H  2.8894  4.8634  1.2119
H  0.9465  3.4877  -1.7704
H  -0.2442  3.0114  -3.0076
H  1.1754  1.9976  -2.7189
H  -3.0590  1.0620  0.1290
H  -3.6703  2.5869  0.7730
H  -2.2315  1.8747  1.4870
H  -2.9333  2.3186  -2.3054
H  -2.1698  3.9229  -2.3051
H  -3.6385  3.6458  -1.3885
H  -0.9249  3.8896  1.2102
H  -2.2372  4.7481  0.4184
H  -0.6716  4.6468  -0.3740
H  -0.8128  -3.7555  2.1571
H  0.6003  -4.6998  1.7365
H  -0.2969  -3.8978  0.4534
H  0.5413  -2.5104  3.8074
H  1.9866  -1.6044  3.3293
H  2.0174  -3.3537  3.3651
H  1.8855  -2.7438  -0.3055
H  2.7172  -3.6441  0.9636
H  2.8849  -1.8879  0.8848
C  2.4844  -0.0390  -4.2869
Si  2.7335  -0.5570  -2.4866
C  3.7889  0.7594  -1.6054
C  3.6631  -2.1925  -2.3865
O  1.2899  -0.6022  -1.7082
H  3.4644  0.1922  -4.7065
H  1.8479  0.8416  -4.3898
H  2.0498  -0.8547  -4.8673
H  4.8022  0.6970  -2.0043
H  3.8291  0.5682  -0.5285
H  3.4198  1.7721  -1.7743
H  4.4647  -2.1564  -3.1263
H  3.0355  -3.0560  -2.6124
H  4.1167  -2.3293  -1.4045
N  -4.6285  -5.0042  0.0260
C  -4.9699  -3.7163  0.2098
O  -5.6761  -3.2806  1.0866
C  -4.3608  -2.7125  -0.7576
C  -5.1347  -2.0865  -1.7324
C  -4.5580  -1.0875  -2.5074
C  -3.2625  -0.7018  -2.2486
N  -2.5177  -1.2697  -1.2680
C  -3.0683  -2.2800  -0.5552
H  -5.0761  -5.7035  0.6014
H  -4.1287  -5.3281  -0.7840
H  -6.1680  -2.3747  -1.8816
H  -5.1190  -0.6020  -3.2936
H  -2.7958  0.0919  -2.8213
H  -2.4534  -2.7254  0.2155

---

7.
Here is the molecule C4H7NO2 in a non-equilibrium geometry from OMol25. Energies are from ωB97M-V/def2-TZVPD.

Values from the calculation:
* relative energy (zero: lowest compared OMol25 entry of this formula, charge and spin): 89.4 kcal per mole
* frontier orbital gap: 9.862 eV
* HOMO level: -9.18 eV
* total charge: 0
* E_LUMO: 0.7 eV
* electronic energy: -361.73844 Eh

CARTESIAN COORDINATES (ANGSTROEM)
C  -0.1507  -0.3958  -0.5111
C  0.6311  0.6134  0.3441
C  2.3705  -0.6470  1.5175
C  -1.4343  -0.0441  -1.0906
N  0.2798  -1.5643  -0.5520
O  1.2941  0.1088  1.5119
O  2.7576  -0.8273  2.7591
H  1.2605  0.9530  -0.5248
H  0.1781  1.5022  0.6528
H  1.1563  -1.7422  -0.0262
H  -2.1788  -0.1914  -0.2076
H  -1.7678  -0.7726  -1.8934
H  -1.4585  0.9174  -1.4030
H  2.2268  -0.1971  3.4046

---

8.
Here is the molecule C17H23NO5 from OMol25. Energies are from ωB97M-V/def2-TZVPD.

Values from the calculation:
* SMILES string: CCCC[C@@H](C(=O)O)[C@H](C)CC(=O)Nc1cccc(C(=O)O)c1
* relative energy (zero: lowest compared OMol25 entry of this formula, charge and spin): 0.0 kcal per mole
* frontier orbital gap: 9.216 eV
* HOMO level: -8.66 eV
* total charge: 0
* E_LUMO: 0.6 eV
* electronic energy: -1092.63404 Eh

CARTESIAN COORDINATES (ANGSTROEM)
C  0.2620  -5.2010  3.4423
C  1.1523  -4.0684  3.9387
C  0.8321  -2.7030  3.3274
C  1.0888  -2.6115  1.8162
C  -0.1775  -2.8508  0.9884
C  -1.0628  -1.6221  1.0472
O  -0.6770  -0.4907  1.1940
O  -2.3490  -1.9336  0.8961
C  0.0642  -3.1775  -0.5067
C  0.7937  -4.5072  -0.6799
C  0.8025  -2.0478  -1.2356
C  -0.1273  -0.8688  -1.4888
O  -1.2769  -1.0276  -1.8386
N  0.4699  0.3445  -1.3318
C  -0.1047  1.6137  -1.4245
C  -1.3885  1.8310  -1.9214
C  -1.8944  3.1177  -1.9952
C  -1.1386  4.1990  -1.5865
C  0.1477  3.9884  -1.0929
C  0.9400  5.1586  -0.6614
O  0.5531  6.3006  -0.6886
O  2.1718  4.8423  -0.2228
C  0.6608  2.6999  -1.0123
H  -0.7877  -4.9543  3.5874
H  0.4755  -6.1135  3.9952
H  0.4347  -5.3999  2.3882
H  2.1965  -4.3156  3.7319
H  1.0451  -3.9879  5.0231
H  1.4542  -1.9617  3.8332
H  -0.2075  -2.4436  3.5368
H  1.4523  -1.6081  1.5884
H  1.8629  -3.3270  1.5411
H  -0.7532  -3.6798  1.4046
H  -2.8913  -1.1325  0.8236
H  -0.9235  -3.2673  -0.9734
H  0.8182  -4.7819  -1.7317
H  1.8190  -4.4493  -0.3226
H  0.2800  -5.2966  -0.1368
H  1.6940  -1.7465  -0.6875
H  1.1127  -2.4150  -2.2181
H  1.4053  0.3477  -0.9495
H  -1.9818  0.9907  -2.2407
H  -2.8914  3.2717  -2.3795
H  -1.5175  5.2076  -1.6388
H  2.6336  5.6509  0.0480
H  1.6562  2.5492  -0.6223

---

- What is the total charge in the eighth record?
  0

---

- Which value of total charge does entry 3 give?
  -2

---

- The lowest electronic energy belongs to which entry?
  CH3Br2P

---

- relative energy (zero: lowest compared OMol25 entry of this formula, charge and spin) of number 3 (C6N3PdS3Se)?
  16.3 kcal per mole